Density functional theory data (the ωB97M-V functional and the def2-TZVPD basis) for one molecule with the formula C2H6N4O2.

Structure (XYZ):
```
14
Properties=species:S:1:pos:R:3:forces:R:3:mulliken_charge:R:1
C 1.43418 -0.03046 -0.21209 0.02 0.93 -1.43 0.5657
C -0.91590 0.20522 -0.15349 0.36 -0.02 -0.08 0.4738
H 3.24818 -0.61226 0.41169 0.12 0.13 0.12 0.2343
H 2.09290 -1.75399 0.90183 -0.73 -0.32 -0.01 0.2025
H 1.01285 1.65333 -1.11014 1.08 -1.06 0.52 0.3137
H -0.11960 1.69889 0.73254 0.83 0.24 0.23 0.3239
H -1.77103 -1.47651 -0.67917 -0.73 0.64 0.12 0.2589
H -2.97661 0.06989 0.94809 -0.43 -0.08 -0.76 0.3439
N 2.29199 -0.90970 0.42045 -0.33 1.26 -0.90 -0.3800
N 1.78214 1.13930 -0.61053 -0.61 -0.48 0.51 -0.7087
N -0.98533 1.27681 0.49038 -0.89 -0.19 0.16 -0.6986
N -1.99886 -0.47335 -0.61287 -1.70 -1.20 0.11 -0.1721
O 0.17894 -0.55009 -0.58051 0.70 0.16 1.33 -0.3808
O -3.27386 -0.23706 0.05381 2.30 -0.03 0.07 -0.3764
```
Positions in Å, forces in eV/Å.

Structure (SMILES): [H]/N=C(/N)O/C(=N\[H])NO
Charge: 0
HOMO-LUMO gap, eV: 10.34
Energy above the lowest of the compared OMol25 structures with the same formula, charge and spin, kcal per mole: 46.2
Largest force on an atom, eV Å⁻¹: 2.31
LUMO level, eV: 0.578

Density functional theory data (the ωB97M-V functional and the def2-TZVPD basis) for C7H17AsBr2F6PRh as an isolated structure.

Structure (XYZ):
```
35
Properties=species:S:1:pos:R:3:forces:R:3:mulliken_charge:R:1
Rh 0.79669 0.79961 -1.27214 0.04 0.93 -0.36 0.4338
Br 3.22102 1.33634 -0.89774 -0.21 -0.14 0.44 0.1424
C 3.51364 0.73251 -2.72855 0.08 -0.07 0.00 -0.4471
Br 1.98386 -0.42241 -3.10288 -0.19 -0.21 0.22 0.1436
H 4.42675 0.14675 -2.77368 0.01 0.02 -0.02 0.4500
H 3.47874 1.59032 -3.39348 0.01 -0.01 0.00 0.4698
F 0.64788 2.71431 -2.58759 -0.56 -0.31 0.36 -0.3937
As -1.05014 2.94777 -2.05228 0.28 0.28 0.33 2.0579
F -0.74966 4.49393 -1.53931 0.03 -0.03 -0.02 -0.3085
F -0.19366 2.26822 -0.32462 0.18 -0.12 -0.38 -0.6464
F -2.48869 2.70674 -1.22193 0.17 -0.15 -0.12 -0.3711
F -0.97605 0.99289 -2.18061 -0.24 0.00 -0.01 -0.5868
F -1.62341 3.12042 -3.58938 -0.05 -0.16 -0.09 -0.3080
C 0.51612 1.34438 2.45414 0.01 0.04 -0.07 -1.2491
C 0.64309 -0.11925 2.02899 -0.12 -0.15 -0.05 -0.5234
P 0.07509 -0.58430 0.37900 0.71 -0.31 -0.18 1.1221
C 0.39549 -2.39265 0.04521 -0.02 0.37 -0.11 -0.3954
C 0.04948 -3.34497 1.14485 -0.11 -0.28 0.11 -1.0533
C -1.88014 -0.49024 0.30203 -0.31 0.31 0.03 -0.3017
C -2.60504 -1.30542 1.27253 -0.05 -0.16 0.03 -1.2443
H 0.89187 1.42725 3.47313 -0.02 0.02 -0.01 0.4192
H -0.52120 1.68084 2.45188 0.01 0.01 0.02 0.3746
H 1.09952 2.01071 1.82171 0.00 0.02 0.03 0.2501
H 0.09486 -0.77348 2.71898 -0.01 -0.04 -0.06 0.5112
H 1.68686 -0.46692 2.06519 0.00 0.03 -0.06 0.4865
H 1.49126 -2.27940 -0.08867 -0.02 -0.10 -0.02 0.4442
H -0.05353 -2.64000 -0.91834 0.04 0.01 -0.02 0.4124
H 0.52817 -3.12216 2.09548 -0.01 -0.01 0.00 0.3972
H 0.37679 -4.34677 0.82275 0.06 0.06 0.02 0.3852
H -1.03170 -3.48716 1.27863 0.06 0.12 0.03 0.2518
H -2.14926 -0.64215 -0.74260 0.08 0.00 -0.02 0.4719
H -1.82676 0.59441 0.57063 0.04 -0.07 -0.04 0.3587
H -2.76642 -2.34930 0.96629 0.05 0.02 0.03 0.4536
H -3.67522 -0.95167 1.20419 0.05 0.06 -0.01 0.3945
H -2.32630 -1.18915 2.31818 0.00 0.00 0.00 0.3980
```
Positions in Å, forces in eV/Å.

2S+1: 2
Charge: +3
HOMO-LUMO gap (alpha / beta), eV: 8.63 / 5.88
Energy above the lowest of the compared OMol25 structures with the same formula, charge and spin, kcal per mole: 0.0
Largest force on an atom, eV Å⁻¹: 1.00
LUMO level (alpha / beta), eV: -13.226 / -16.128

Density functional theory data (the ωB97M-V functional and the def2-TZVPD basis) for C4H6BiLiO as an isolated structure.

Structure (XYZ):
```
13
Properties=species:S:1:pos:R:3:forces:R:3:mulliken_charge:R:1
C -1.59471 -0.65531 0.28649 3.28 -0.27 -1.64 -0.2343
C -2.31522 0.59854 0.04024 0.35 1.40 0.15 -1.9619
H -1.08254 -0.63734 1.25986 -0.30 -0.48 -0.36 0.3159
H -2.01907 -1.63642 0.00359 0.23 0.32 0.25 0.5178
H -2.72515 1.11191 0.92305 0.03 -0.07 -0.28 0.6596
H -2.94644 0.64474 -0.86404 0.22 0.17 0.21 0.6160
Li -4.06543 -0.77663 0.53619 -0.28 -0.04 0.10 0.9941
O 1.38558 0.98002 -0.44614 2.27 -1.89 1.90 -0.4702
C 1.13696 -0.27489 -0.83272 1.24 -0.61 0.33 0.3291
C -0.11832 -0.77013 -0.97217 -2.60 0.00 1.07 -0.7505
Bi -0.29959 1.85146 -0.87864 -4.22 0.51 -1.55 1.2347
H -0.21545 -1.71752 -1.50970 -0.01 0.40 0.12 0.3378
H 2.02375 -0.89189 -1.05494 -0.21 0.57 -0.28 0.4118
```
Positions in Å, forces in eV/Å.

Charge: +2
HOMO-LUMO gap (alpha / beta), eV: 7.01 / 7.01
Largest force on an atom, eV Å⁻¹: 4.53
LUMO level (alpha / beta), eV: -10.325 / -10.325